# 1
C8H10 | ωB97M-V with the def2-TZVPD basis set

Results
- Molecular weight: 106.168 g/mol
- Frontier orbital gap: 8.8 eV
- Net charge: 0
- Structure (SMILES): C=C1CC=CC=C1C
- Max |F|: 9.2 eV/Å
- HOMO: -8.2 eV
- ΔE to the lowest compared entry with this formula, charge and spin: 432.42 kJ/mol

Geometry as XYZ:
```
18
Properties=species:S:1:pos:R:3:nbo_charge:R:1
C 1.216 1.897 -0.152 -0.40
C 0.312 1.005 0.123 -0.03
C -1.227 1.309 0.288 -0.47
C -2.257 0.048 -0.144 -0.11
C -1.898 -1.147 -0.144 -0.28
C -0.506 -1.372 0.301 -0.25
C 0.525 -0.483 0.175 0.05
C 2.058 -1.215 -0.054 -0.66
H 1.243 2.995 -0.451 0.23
H 2.056 1.328 -0.090 0.20
H -1.467 1.766 1.294 0.23
H -1.480 2.093 -0.390 0.21
H -3.256 0.463 -0.475 0.20
H -2.639 -1.899 -0.308 0.23
H -0.019 -2.285 0.065 0.21
H 2.059 -2.401 0.075 0.21
H 2.648 -1.172 -0.950 0.22
H 2.632 -0.929 0.837 0.21
```

# 2
C8H10 | ωB97M-V with the def2-TZVPD basis set

Results
- Molecular weight: 106.168 g/mol
- Frontier orbital gap: 8.6 eV
- Net charge: 0
- Max |F|: 4.3 eV/Å
- HOMO: -8.2 eV
- ΔE to the lowest compared entry with this formula, charge and spin: 896.87 kJ/mol

Geometry as XYZ:
```
18
Properties=species:S:1:pos:R:3:nbo_charge:R:1
C -2.300 0.039 -0.031 -0.43
C -1.025 0.945 0.282 -0.16
C 1.136 0.577 0.423 -0.25
C 2.374 -0.078 -0.022 -0.37
C 1.061 -0.837 -0.236 -0.22
C -1.227 -0.929 -0.449 -0.14
C -0.193 -1.543 0.273 -0.23
C 0.180 1.443 -0.249 -0.28
H -2.991 0.259 -0.767 0.21
H -2.885 0.122 0.969 0.22
H -1.042 0.422 1.412 0.18
H 0.985 0.320 1.464 0.22
H 2.726 0.143 -1.222 0.21
H 3.208 -0.501 0.596 0.23
H 0.933 -0.641 -1.215 0.18
H -1.031 -0.544 -1.454 0.20
H -0.303 -1.237 1.407 0.19
H 0.394 2.040 -1.180 0.24
```

# 3
C8H10AuN2O2S2 | ωB97M-V with the def2-TZVPD basis set

Results
- Molecular weight: 427.281 g/mol
- Frontier orbital gap: 6.5 eV
- Net charge: +1
- Max |F|: 0.2 eV/Å
- HOMO: -12.6 eV
- ΔE to the lowest compared entry with this formula, charge and spin: 1.38 kJ/mol

Geometry as XYZ:
```
25
Properties=species:S:1:pos:R:3:nbo_charge:R:1
Au -0.282 0.232 -0.298 0.97
S 0.550 2.323 0.022 0.13
C -0.932 2.813 0.793 -0.26
S -1.958 1.413 0.671 0.15
C -1.210 4.000 1.355 -0.30
C -0.209 5.022 1.340 0.25
N 0.639 5.793 1.262 -0.22
C -2.492 4.208 1.955 0.24
N -3.521 4.302 2.455 -0.21
C -1.404 -2.415 0.819 -0.26
O -1.117 -1.795 -0.461 -0.58
C -0.264 -2.578 -1.325 -0.10
C 1.187 -2.282 -1.039 -0.11
O 1.351 -0.865 -1.248 -0.59
C 2.713 -0.397 -1.111 -0.25
H -1.847 -3.392 0.637 0.21
H -2.119 -1.773 1.325 0.22
H -0.498 -2.512 1.418 0.19
H -0.515 -2.277 -2.341 0.23
H -0.491 -3.636 -1.197 0.23
H 1.826 -2.819 -1.742 0.23
H 1.481 -2.535 -0.018 0.20
H 3.348 -0.981 -1.774 0.21
H 3.044 -0.495 -0.077 0.20
H 2.721 0.644 -1.421 0.22
```

> Which of these has the highest ΔE to the lowest compared entry with this formula, charge and spin?

number 2

Please write out number 2 again, unchanged.
C8H10 | ωB97M-V with the def2-TZVPD basis set

Results
- Molecular weight: 106.168 g/mol
- Frontier orbital gap: 8.6 eV
- Net charge: 0
- Max |F|: 4.3 eV/Å
- HOMO: -8.2 eV
- ΔE to the lowest compared entry with this formula, charge and spin: 896.87 kJ/mol

Geometry as XYZ:
```
18
Properties=species:S:1:pos:R:3:nbo_charge:R:1
C -2.300 0.039 -0.031 -0.43
C -1.025 0.945 0.282 -0.16
C 1.136 0.577 0.423 -0.25
C 2.374 -0.078 -0.022 -0.37
C 1.061 -0.837 -0.236 -0.22
C -1.227 -0.929 -0.449 -0.14
C -0.193 -1.543 0.273 -0.23
C 0.180 1.443 -0.249 -0.28
H -2.991 0.259 -0.767 0.21
H -2.885 0.122 0.969 0.22
H -1.042 0.422 1.412 0.18
H 0.985 0.320 1.464 0.22
H 2.726 0.143 -1.222 0.21
H 3.208 -0.501 0.596 0.23
H 0.933 -0.641 -1.215 0.18
H -1.031 -0.544 -1.454 0.20
H -0.303 -1.237 1.407 0.19
H 0.394 2.040 -1.180 0.24
```

> Among the records above, which one has the highest net charge?

C8H10AuN2O2S2